# 1
ORCA calculation (wB97M-V/def2-TZVPD) on C37H49BrEuN2P2S as an isolated structure in a non-equilibrium geometry.

Structure (XYZ):
```
93
Properties=species:S:1:pos:R:3:lowdin_charge:R:1
C 1.841 3.803 -0.824 -0.025
C 0.815 3.219 -1.601 -0.239
C 1.044 3.079 -2.987 -0.009
C 2.241 3.547 -3.532 -0.110
N 3.186 4.074 -2.766 0.082
C 3.008 4.239 -1.465 -0.125
C -0.401 2.733 -1.032 0.002
C -1.500 2.427 -0.555 -0.071
C -2.791 2.426 0.071 -0.260
C -3.293 1.283 0.734 -0.106
C -4.564 1.283 1.326 -0.109
C -5.286 2.483 1.326 -0.654
C -4.825 3.641 0.676 -0.082
C -3.570 3.611 0.079 0.004
Eu -0.206 0.816 1.402 1.517
P 2.232 -0.566 -0.533 0.882
H 0.312 2.578 -3.619 0.123
H 1.756 3.890 0.260 0.105
H 2.420 3.460 -4.606 0.126
H 3.811 4.712 -0.887 0.123
H -3.151 4.513 -0.369 0.133
H -2.690 0.360 0.773 0.052
H -5.445 4.541 0.656 0.122
H -4.960 0.373 1.785 0.116
C 2.906 -2.274 -0.275 -0.420
C 4.032 -2.819 -1.155 -0.137
H 2.028 -2.935 -0.373 0.057
H 3.211 -2.305 0.781 0.072
H 4.217 -3.861 -0.865 0.083
H 3.786 -2.822 -2.221 0.072
H 4.978 -2.285 -1.016 0.061
C 2.529 -0.293 -2.353 -0.404
C 3.904 0.148 -2.855 -0.135
H 1.788 0.468 -2.652 0.045
H 2.233 -1.232 -2.850 0.061
H 3.861 0.230 -3.950 0.086
H 4.197 1.137 -2.476 0.065
H 4.701 -0.572 -2.627 0.060
C 3.466 0.540 0.284 -0.448
C 4.924 0.089 0.364 -0.139
H 3.096 0.714 1.315 0.037
H 3.391 1.506 -0.241 0.051
H 5.483 0.845 0.930 0.081
H 5.039 -0.866 0.889 0.070
H 5.401 0.013 -0.619 0.062
Br -6.968 2.520 2.222 0.795
P -1.371 -1.505 -1.465 0.902
C -0.427 -2.490 -2.699 -0.430
C -1.101 -3.734 -3.268 -0.139
H 0.515 -2.775 -2.189 0.046
H -0.147 -1.794 -3.507 0.075
H -0.377 -4.246 -3.915 0.082
H -1.403 -4.433 -2.479 0.067
H -1.972 -3.491 -3.888 0.065
C -2.500 -2.701 -0.618 -0.438
C -3.860 -3.019 -1.237 -0.143
H -2.640 -2.273 0.391 0.028
H -1.919 -3.628 -0.482 0.074
H -4.402 -3.679 -0.545 0.079
H -4.473 -2.121 -1.385 0.068
H -3.772 -3.559 -2.188 0.066
C -2.477 -0.392 -2.435 -0.433
C -2.967 -0.880 -3.795 -0.141
H -1.909 0.548 -2.546 0.048
H -3.327 -0.153 -1.776 0.063
H -3.559 -0.075 -4.249 0.080
H -2.139 -1.108 -4.475 0.069
H -3.627 -1.752 -3.716 0.063
N -0.797 -1.380 2.034 -0.471
S -1.565 -0.996 3.412 1.034
C -0.946 -2.117 4.662 -0.400
C -0.651 -1.603 5.928 -0.090
C -0.188 -2.449 6.934 -0.040
C -0.043 -3.820 6.678 -0.036
C -0.332 -4.332 5.406 -0.042
C -0.799 -3.484 4.396 -0.070
C -0.654 0.507 3.910 -0.517
C -1.331 1.741 3.762 -0.146
C -0.603 2.933 3.811 -0.054
C 0.792 2.899 3.940 -0.043
C 1.475 1.678 4.010 -0.057
C 0.759 0.464 3.981 -0.142
H -0.747 -2.396 1.938 0.009
H -0.744 -0.537 6.116 0.110
H 0.059 -2.038 7.918 0.125
H 0.291 -4.495 7.468 0.123
H -0.213 -5.394 5.169 0.125
H -1.024 -3.877 3.410 0.105
H -2.412 1.727 3.582 0.120
H -1.137 3.886 3.772 0.134
H 1.355 3.846 4.009 0.137
H 2.566 1.663 4.092 0.130
H 1.280 -0.493 3.946 0.134
```

## Properties
Kohn-Sham gap (alpha / beta), eV: 6.1 / 6.1
<S²>: 15.760
Total charge: +2
E_LUMO (alpha / beta), eV: -6.4 / -6.4
2S+1: 8
Energy, eV: -160912.6870
HOMO (alpha / beta), eV: -12.47 / -12.49

=====

# 2
ORCA calculation (wB97M-V/def2-TZVPD) on C37H49Cl3N3O4STi as an isolated structure in a non-equilibrium geometry.

Structure (XYZ):
```
98
Properties=species:S:1:pos:R:3:lowdin_charge:R:1
Ti 9.352 11.339 12.912 1.106
O 8.900 6.935 11.968 0.026
C 8.830 7.023 10.599 -0.236
C 8.314 6.049 9.770 0.012
C 8.441 6.203 8.390 -0.074
C 9.045 7.253 7.790 -0.082
C 9.519 8.263 8.603 -0.021
C 9.448 8.176 9.993 -0.080
C 9.864 9.292 10.832 -0.424
O 9.165 9.528 11.930 -0.179
N 10.882 10.031 10.501 0.121
N 10.990 11.147 11.367 -0.090
C 12.070 11.749 11.161 -0.113
C 12.392 12.960 11.847 -0.181
C 13.591 13.631 11.546 -0.034
C 14.013 14.692 12.342 -0.085
C 13.286 15.156 13.490 -0.040
C 12.118 14.465 13.719 -0.012
C 11.684 13.388 12.928 -0.316
O 10.490 12.891 13.260 -0.206
H 8.889 7.836 12.311 0.044
H 7.739 5.276 10.201 0.112
H 7.938 5.458 7.820 0.106
H 9.287 7.223 6.746 0.109
H 9.987 9.153 8.175 0.101
H 12.818 11.243 10.501 0.155
H 14.393 13.263 10.796 0.149
H 14.912 15.232 12.025 0.103
H 13.582 16.018 14.122 0.123
H 11.556 14.821 14.588 0.122
C 8.384 12.249 14.796 -0.071
C 7.391 12.414 13.788 -0.150
C 6.982 11.119 13.322 -0.122
C 7.714 10.195 14.185 -0.064
C 8.498 10.861 15.101 -0.247
C 9.008 10.331 16.435 -0.488
C 8.979 8.795 16.377 -0.037
C 10.433 10.867 16.795 -0.005
C 8.038 10.902 17.527 -0.015
C 5.873 10.615 12.361 -0.492
C 4.588 10.990 13.116 -0.038
C 5.841 11.166 10.970 -0.036
C 5.952 9.056 12.386 -0.036
C 6.828 13.847 13.487 -0.506
C 6.047 14.023 12.258 -0.071
C 5.936 14.183 14.734 -0.009
C 7.946 14.874 13.459 -0.052
H 8.798 13.132 15.238 0.124
H 7.672 9.118 14.096 0.111
H 9.436 8.314 15.455 0.098
H 7.945 8.380 16.345 0.103
H 9.456 8.351 17.169 0.052
H 11.137 10.321 16.194 0.050
H 10.588 10.642 17.786 0.064
H 10.489 11.887 16.558 0.071
H 6.904 10.699 17.328 0.131
H 8.217 11.960 17.519 0.070
H 8.306 10.511 18.490 0.077
H 4.566 12.075 13.295 0.057
H 4.508 10.581 14.190 0.127
H 3.681 10.738 12.587 0.090
H 5.371 12.131 10.873 0.060
H 5.319 10.489 10.274 0.103
H 6.891 11.228 10.546 0.080
H 5.799 8.631 13.425 0.108
H 6.860 8.687 11.949 0.054
H 5.089 8.604 11.854 0.103
H 6.608 13.820 11.369 0.040
H 5.740 15.048 12.166 0.099
H 5.135 13.419 12.172 0.076
H 5.508 13.195 15.105 0.105
H 5.205 14.957 14.470 0.096
H 6.519 14.483 15.608 0.081
H 8.760 14.561 12.749 0.073
H 8.487 15.008 14.460 0.111
H 7.637 15.843 13.120 0.085
C 9.884 11.941 7.509 -0.104
C 8.887 11.995 8.665 -0.381
S 9.320 13.015 10.069 1.048
O 8.565 12.369 11.238 -0.580
C 8.369 14.562 9.783 -0.348
C 9.035 15.507 8.766 -0.106
H 9.595 11.135 6.819 0.086
H 10.877 11.686 7.945 0.086
H 9.816 12.899 7.000 0.064
H 8.764 10.971 9.134 0.087
H 7.906 12.302 8.328 0.093
H 8.291 15.025 10.775 0.074
H 7.427 14.214 9.375 0.085
H 10.064 15.766 9.215 0.106
H 8.510 16.464 8.711 0.082
H 9.189 15.085 7.766 0.066
Cl 14.274 8.935 12.623 0.661
C 12.902 8.196 13.442 -1.520
Cl 13.401 7.455 15.051 0.584
Cl 12.225 6.853 12.489 0.666
C 11.900 9.236 13.844 -0.261
N 11.114 10.061 13.868 0.235
```

## Properties
Kohn-Sham gap, eV: 7.2
Total charge: +1
E_LUMO, eV: -3.4
Energy, eV: -123337.0079
HOMO, eV: -10.62

=====

# 3
ORCA calculation (wB97M-V/def2-TZVPD) on C37H49F2N5O2PbS2 as an isolated structure in a non-equilibrium geometry.

Structure (XYZ):
```
98
Properties=species:S:1:pos:R:3:lowdin_charge:R:1
Pb 0.011 0.017 -0.246 0.508
O -1.347 -2.596 0.547 -0.241
N -0.641 -3.487 1.164 -0.236
C -1.285 -4.460 1.858 -0.077
C -0.626 -5.419 2.584 -0.110
C 0.767 -5.390 2.610 -0.121
C 1.418 -4.420 1.882 -0.119
C 0.740 -3.458 1.109 -0.654
S 1.578 -2.335 0.115 0.542
H -2.361 -4.394 1.786 0.119
H -1.201 -6.160 3.124 0.086
H 1.327 -6.111 3.191 0.088
H 2.498 -4.359 1.873 0.089
C -4.403 -4.167 -1.726 -0.068
C -3.144 -3.356 -2.036 -0.376
C -1.905 -4.256 -2.028 -0.067
C -3.260 -2.593 -3.351 -0.124
C -3.307 -3.311 -4.544 -0.061
C -3.257 -2.687 -5.781 -0.095
C -3.116 -1.303 -5.827 -0.058
C -3.078 -0.545 -4.668 -0.137
C -2.896 0.961 -4.744 -0.379
C -4.033 1.630 -5.520 -0.079
C -1.531 1.318 -5.335 -0.057
C -3.207 -1.179 -3.407 -0.172
N -3.209 -0.381 -2.282 0.142
C -4.111 -0.573 -1.362 -0.125
C -4.143 0.080 -0.099 -0.134
N -3.249 0.925 0.327 0.119
C -3.349 1.440 1.606 -0.179
C -3.504 0.622 2.753 -0.134
C -3.635 1.227 4.001 -0.059
C -3.581 2.601 4.156 -0.090
C -3.352 3.391 3.035 -0.050
C -3.218 2.843 1.768 -0.129
C -2.950 3.784 0.600 -0.370
C -1.624 3.499 -0.120 -0.063
C -4.112 3.827 -0.402 -0.073
C -3.462 -0.903 2.679 -0.372
C -4.823 -1.519 3.020 -0.070
C -2.381 -1.489 3.595 -0.051
H -4.320 -4.646 -0.745 0.072
H -4.560 -4.951 -2.474 0.069
H -5.290 -3.528 -1.722 0.063
H -2.994 -2.638 -1.232 0.094
H -1.955 -5.017 -2.816 0.066
H -1.816 -4.767 -1.064 0.069
H -1.008 -3.651 -2.169 0.061
H -3.366 -4.395 -4.503 0.101
H -3.302 -3.271 -6.694 0.087
H -3.032 -0.808 -6.790 0.102
H -2.919 1.329 -3.719 0.118
H -4.032 1.319 -6.570 0.065
H -3.931 2.719 -5.490 0.071
H -5.002 1.365 -5.090 0.074
H -1.441 0.957 -6.366 0.068
H -0.731 0.872 -4.741 0.078
H -1.384 2.403 -5.340 0.076
H -4.944 -1.265 -1.539 0.115
H -5.022 -0.152 0.513 0.112
H -3.764 0.603 4.880 0.101
H -3.683 3.051 5.137 0.090
H -3.262 4.467 3.148 0.102
H -2.870 4.781 1.047 0.115
H -1.686 2.560 -0.671 0.037
H -0.794 3.424 0.588 0.076
H -1.397 4.301 -0.830 0.079
H -4.169 2.888 -0.954 0.062
H -3.962 4.640 -1.122 0.070
H -5.066 3.990 0.107 0.071
H -3.197 -1.191 1.662 0.098
H -5.109 -1.281 4.050 0.071
H -4.789 -2.609 2.920 0.072
H -5.606 -1.139 2.360 0.060
H -2.517 -1.177 4.634 0.071
H -1.385 -1.177 3.277 0.071
H -2.412 -2.582 3.566 0.063
N 0.306 -1.442 -3.154 0.182
C 1.125 -2.145 -3.564 -0.283
N 2.044 -3.019 -3.992 -0.093
C 2.823 -3.739 -2.983 -0.137
C 2.205 -5.097 -2.720 -0.180
O 2.034 -5.831 -3.934 -0.144
C 1.171 -5.134 -4.824 -0.196
C 1.762 -3.787 -5.201 -0.132
H 2.843 -3.152 -2.066 0.061
H 3.842 -3.861 -3.359 0.123
H 1.236 -4.967 -2.223 0.119
H 2.856 -5.695 -2.083 0.123
H 0.196 -4.974 -4.347 0.116
H 1.042 -5.766 -5.703 0.117
H 1.069 -3.228 -5.828 0.127
H 2.703 -3.935 -5.738 0.120
F 0.744 2.064 2.223 -0.121
C 0.222 0.782 2.069 -0.512
F 0.982 -0.029 2.922 -0.124
H -0.773 0.827 2.528 0.035
S 1.962 1.276 -1.280 -0.632
```

## Properties
Kohn-Sham gap, eV: 3.5
Total charge: -2
E_LUMO, eV: 3.8
Energy, eV: -83060.4509
HOMO, eV: 0.33

=====

# 4
ORCA calculation (wB97M-V/def2-TZVPD) on a 3-piece molecular cluster, C37H50BF16N5O8P2S overall in a non-equilibrium geometry.

Structure (XYZ):
```
120
Properties=species:S:1:pos:R:3:lowdin_charge:R:1
C -2.003 -7.417 -0.061 -0.152
C -2.586 -6.390 -1.110 -0.242
C -1.535 -6.122 -2.279 -0.157
C -1.130 -4.612 -2.429 -0.136
C -1.455 -3.912 -3.664 -0.140
O -2.167 -4.616 -4.676 -0.074
N -3.497 -4.818 -4.232 0.021
O -4.122 -3.831 -4.300 0.089
C -1.082 -2.494 -3.835 -0.138
N -1.471 -1.875 -5.074 0.133
C -2.420 -1.021 -4.945 -0.338
C -2.770 -0.143 -6.200 -0.035
C -3.295 -0.774 -3.678 -0.024
C -0.371 -1.808 -2.750 -0.084
C 0.022 -0.297 -2.962 -0.159
C 0.918 -0.209 -4.291 -0.089
C -0.028 -2.470 -1.481 -0.212
C -0.440 -3.887 -1.376 -0.338
S -0.043 -4.691 0.220 1.004
C -0.363 -3.314 1.380 -0.373
C -0.990 -3.490 2.674 -0.068
C -1.208 -2.303 3.493 -0.199
P -2.062 -2.501 5.142 0.601
N -1.094 -2.233 6.341 -0.172
O -2.719 -4.050 5.162 -0.187
O -3.394 -1.471 5.131 -0.177
C -0.801 -0.944 3.089 -0.022
B -1.050 0.361 3.996 -0.563
N -0.329 0.691 5.221 0.179
O -2.103 1.232 3.557 0.077
C -0.168 -0.822 1.765 -0.075
C 0.310 0.583 1.253 -0.114
C 1.731 0.817 1.933 -0.153
C 2.141 2.337 1.937 -0.244
O 3.560 2.481 2.189 -0.101
C 0.043 -1.985 0.883 -0.213
N 0.634 -1.754 -0.415 -0.235
P 2.394 -1.919 -0.420 1.031
C 2.990 -3.435 -1.335 -0.393
C 3.523 -4.546 -0.318 -0.182
C 3.189 -0.380 -1.158 -0.407
C 4.598 -0.145 -0.479 -0.159
H -0.891 -7.313 0.059 0.032
H -2.215 -8.488 -0.315 0.072
H -2.455 -7.237 0.952 0.070
H -2.784 -5.412 -0.600 0.094
H -3.511 -6.793 -1.606 0.104
H -0.607 -6.700 -2.005 0.110
H -1.862 -6.516 -3.269 0.102
H -2.273 0.859 -6.155 0.069
H -2.543 -0.687 -7.153 0.084
H -3.882 0.044 -6.223 0.080
H -4.023 -1.591 -3.453 0.075
H -3.914 0.151 -3.860 0.081
H -2.699 -0.550 -2.756 0.073
H -0.892 0.343 -3.023 0.092
H 0.678 0.054 -2.127 0.062
H 1.359 -1.239 -4.413 0.082
H 0.289 -0.056 -5.207 0.060
H 1.737 0.544 -4.193 0.068
H -1.307 -4.498 3.032 0.107
H -1.460 -1.452 6.900 -0.002
H -3.367 -4.024 4.427 0.068
H -3.645 -1.314 4.198 0.078
H 0.030 -0.132 5.709 0.057
H 0.379 1.414 5.092 0.060
H -1.727 2.057 3.199 0.092
H 0.456 0.562 0.146 0.089
H -0.402 1.401 1.527 0.108
H 2.531 0.189 1.453 0.081
H 1.698 0.498 3.014 0.117
H 1.634 2.859 2.802 0.117
H 1.871 2.850 0.967 0.122
H 3.718 3.349 2.598 0.086
H 2.285 -3.848 -2.099 0.071
H 3.909 -3.113 -1.911 0.080
H 2.857 -4.582 0.581 0.030
H 4.583 -4.290 -0.039 0.068
H 3.595 -5.544 -0.833 0.073
H 3.346 -0.590 -2.255 0.066
H 2.502 0.503 -1.103 0.063
H 4.558 0.690 0.260 0.058
H 5.396 -0.012 -1.254 0.072
H 4.883 -1.079 0.089 0.058
F 2.414 2.409 6.973 0.089
C 1.507 3.374 7.227 -0.298
F 1.004 3.750 6.023 0.080
C 2.111 4.581 7.946 -0.437
F 3.009 5.218 7.160 0.127
F 1.099 5.472 8.155 0.106
C 2.753 4.309 9.319 -0.044
O 4.169 4.127 9.361 0.041
C 4.676 2.859 9.065 -0.520
F 3.676 1.958 9.068 0.138
F 5.484 2.526 10.094 0.148
C 5.492 2.836 7.768 -0.279
F 4.777 3.292 6.719 0.093
F 5.872 1.572 7.472 0.103
H 0.692 2.938 7.808 0.176
H 2.591 5.214 9.907 0.149
H 2.230 3.524 9.869 0.146
H 6.385 3.459 7.867 0.176
F -1.036 4.607 -7.586 0.091
C -1.481 5.577 -8.410 -0.299
F -0.407 6.344 -8.719 0.096
C -2.572 6.439 -7.771 -0.439
F -2.087 7.140 -6.722 0.130
F -2.947 7.366 -8.700 0.106
C -3.854 5.707 -7.333 -0.043
O -3.961 5.328 -5.960 0.043
C -3.351 4.137 -5.560 -0.520
F -3.005 3.418 -6.645 0.127
F -4.306 3.422 -4.924 0.142
C -2.179 4.365 -4.601 -0.276
F -1.252 5.188 -5.129 0.101
F -1.559 3.190 -4.326 0.089
H -1.840 5.113 -9.332 0.174
H -4.666 6.425 -7.467 0.150
H -4.103 4.880 -8.000 0.145
H -2.530 4.806 -3.665 0.177
```

## Properties
Kohn-Sham gap, eV: 7.3
E_LUMO, eV: -0.4
Structure (SMILES): CCCc1c(ON=O)c(N=C(C)C)c(CC)c2c1Sc1cc(P(=N)(O)O)c(B(N)O)c(CCCO)c1N2P(CC)CC.FC(F)C(F)(F)COC(F)(F)C(F)F.FC(F)C(F)(F)COC(F)(F)C(F)F
Energy, eV: -136576.2379
HOMO, eV: -7.73

=====

Computed relative energy (zero: lowest compared OMol25 entry of this formula, charge and spin) (kJ/mol) in order:
0.0, 0.0, 241.0, 336.8